{
  "formula": "C15H32N5SV",
  "method": "ωB97M-V/def2-TZVPD",
  "symbols": ["V", "H", "N", "S", "H", "H", "N", "H", "H", "H", "N", "H", "C", "H", "C", "H", "C", "C", "C", "H", "C", "H", "H", "H", "H", "H", "H", "H", "H", "C", "H", "C", "H", "C", "H", "H", "H", "H", "C", "H", "C", "H", "N", "H", "C", "H", "H", "H", "C", "C", "C", "H", "H", "N"],
  "xyz": [[-0.464, -0.039, 0.502], [-3.011, 2.871, 0.244], [-2.138, 0.961, 0.376], [0.047, 1.474, 2.243], [4.832, -0.480, 0.705], [0.195, 1.949, -4.275], [0.173, 0.795, -1.092], [-0.590, 3.154, -0.955], [-3.153, -1.143, 1.902], [-0.146, -1.949, -3.045], [-1.090, -1.454, 1.607], [0.031, -2.458, -0.050], [1.597, -1.149, -1.937], [-0.525, -3.224, 2.602], [-2.992, 0.424, -0.648], [-0.185, 3.550, -2.634], [-0.489, -2.082, -0.949], [-2.468, -1.915, 1.521], [3.920, -0.115, 0.220], [0.808, -2.090, 2.203], [-0.766, 2.873, -1.999], [3.937, 0.981, 0.223], [-1.873, 2.621, 1.613], [2.897, 0.818, 2.591], [1.587, 1.649, -3.196], [2.049, -0.895, -2.906], [0.611, 0.278, -3.824], [2.282, 0.857, -1.321], [-3.937, 0.042, -0.214], [-0.233, -2.161, 2.544], [-1.826, 3.028, -2.226], [-2.660, 2.143, 1.002], [2.011, -0.632, 3.070], [0.574, 1.314, -3.466], [-0.295, -1.710, 3.546], [-2.586, -2.844, 2.099], [-3.510, 1.901, 1.671], [-1.286, 0.897, -2.544], [1.469, 0.167, -1.018], [2.289, -1.863, -1.457], [2.835, -0.265, 2.456], [2.745, -1.737, 0.928], [1.467, -0.207, 0.381], [3.915, -0.476, -0.814], [-0.358, 1.433, -2.279], [-1.510, -2.429, -1.075], [3.758, -0.709, 2.849], [-2.745, -2.116, 0.476], [2.718, -0.631, 0.989], [0.233, -1.699, -2.043], [-0.866, 0.958, 3.536], [-2.488, -0.407, -1.168], [-3.259, 1.195, -1.396], [-1.532, 0.547, 4.433]],
  "homo_lumo_gap_ha": [0.2451, 0.2559],
  "max_force_ev_per_a": 4.1,
  "total_charge": 0,
  "total_energy_ev": -60043.307,
  "mol_weight_g_mol": 365.47
}